The following is a quantum chemistry calculation of a 13-piece molecular cluster, C72H182N12O25 overall at a distorted geometry, from the Open Molecules 2025 dataset.

Last column: Mulliken charge in e.
Element x y z (Å)
O -19.9006 27.2836 -1.6989  -0.342
O -5.4687 25.5183 -4.4204  -0.422
O -4.3102 20.0510 2.7777  -0.414
O -15.1323 14.5723 -6.7036  -0.267
O -7.8168 20.1559 -6.5497  -0.281
O -15.0450 19.0709 4.1686  -0.070
O -10.4390 13.5686 1.5513  -0.056
O -4.9763 16.8912 -5.0461  -0.299
O -11.6813 20.3802 -4.3309  -0.596
O -14.4677 18.2138 0.6355  0.120
O -15.9553 15.1627 2.6476  0.116
O -5.2803 12.8231 -1.1874  -0.203
O -18.7494 21.8081 -0.0959  -0.364
O -10.3427 26.6943 1.9028  -0.326
O -9.0536 20.1438 -0.0135  0.187
O -16.8792 22.8235 -3.6424  -0.371
O -6.8343 15.0478 8.2079  -0.348
O -17.9077 13.9475 -2.4451  -0.471
O -13.8688 9.7524 -2.2588  -0.446
O -20.6264 13.2270 6.1445  -0.355
O -8.6515 11.5497 8.3761  -0.288
O -12.3951 24.6340 -0.5629  -0.443
O -4.7736 24.7603 1.9688  -0.145
O -9.7551 14.4230 -1.6915  -0.327
O -9.6448 20.1708 4.5102  -0.065
N -8.3902 13.6952 6.3195  -0.229
N -14.3230 13.2352 -3.8198  0.100
N -6.0555 19.5809 -4.3491  -0.077
N -6.3656 20.8814 4.5771  -0.471
N -6.4731 24.9337 -1.2172  -0.007
N -16.9687 19.8825 2.0200  0.526
N -7.4523 14.8625 0.3648  0.153
N -11.1467 18.0747 0.7719  0.541
N -17.2574 25.5844 -1.9184  -0.473
N -12.6578 11.3892 0.8247  -0.367
N -17.5599 13.2428 4.5380  -0.193
N -9.6234 24.2643 0.2230  0.167
C -4.6981 19.0345 -4.2750  -0.726
C -8.9446 20.5390 -7.2522  -0.672
C -5.2344 24.6225 -3.3261  -0.574
C -5.9171 20.8965 -5.1525  -0.402
C -9.8131 25.4973 2.4977  -0.898
C -15.7899 13.6065 -3.8394  -0.568
C -4.2493 11.8991 -1.2810  -0.910
C -9.7285 11.8233 7.5171  -0.702
C -8.6282 20.6051 5.4224  -0.928
C -17.2330 14.4525 2.4811  -0.945
C -14.2686 13.5121 -6.4114  -0.800
C -18.2425 12.8059 5.6935  -0.785
C -12.2417 18.0121 1.7696  -1.396
C -18.5840 21.8013 1.3417  -0.920
C -16.5428 13.4808 -2.4784  -0.230
C -17.2172 21.3541 1.9418  -0.551
C -9.0637 13.2312 -1.6432  -0.809
C -16.3372 19.5046 4.3549  -0.581
C -8.9081 24.6555 1.4715  1.391
C -4.2380 25.5451 3.1027  -0.971
C -10.1903 18.9042 4.8066  -0.196
C -13.2836 10.8528 -1.5698  0.485
C -8.1061 20.9179 -0.7058  -0.961
C -5.2001 25.5407 0.8470  -0.123
C -18.4472 25.5060 -2.7652  -0.005
C -18.5153 20.4802 -0.6882  -0.500
C -8.5322 15.8113 0.1050  0.244
C -9.2295 12.4776 6.2049  -0.614
C -6.1684 26.6619 -4.1081  -0.660
C -13.8102 9.7698 -3.6907  -0.636
C -18.1051 15.3384 -2.9573  -0.668
C -9.5321 13.5854 2.6548  -0.796
C -8.9071 11.0558 9.7085  -0.795
C -11.2973 19.1134 -0.2588  -0.530
C -4.2663 21.2666 3.4601  -0.682
C -8.9567 14.7899 7.0064  -0.349
C -9.9144 19.3504 -0.8950  -1.423
C -5.6727 15.8468 8.3774  -0.745
C -21.9039 13.1342 5.6653  -0.759
C -5.1487 13.7807 -0.1471  -1.013
C -15.5876 17.5595 0.0686  -0.617
C -5.4089 24.5022 -0.2209  -0.117
C -10.6732 23.2821 0.5197  -0.137
C -18.0898 14.3898 3.8802  -0.526
C -13.5853 10.6087 -0.0162  -0.956
C -6.0778 15.1155 -0.2054  -0.149
C -19.7138 12.3526 5.4903  -0.707
C -5.6561 21.7937 3.7159  0.130
C -7.3702 21.2247 -5.6438  -0.639
C -12.6007 12.8697 0.7437  -0.162
C -9.0049 15.6346 -1.4083  -0.453
C -11.7986 13.3675 1.9649  -0.355
C -17.2842 19.1264 3.2445  -0.623
C -13.3216 25.0041 0.4433  -0.456
C -16.2369 23.1562 -2.3553  -0.135
C -9.4032 27.7930 1.9395  -0.462
C -13.5657 17.3377 1.2788  -0.177
C -7.7298 15.6627 7.3878  -0.780
C -19.2263 26.8542 -2.8994  -0.772
C -15.8080 14.3773 -7.9558  -0.783
C -4.5601 15.5741 -5.0822  -0.803
C -4.7303 17.5598 -3.7854  -0.203
C -11.8078 23.3748 -0.5499  -0.897
C -13.6312 13.6319 -5.0605  -0.732
C -6.4841 24.1749 -2.4101  -0.092
C -14.9528 14.5062 3.4405  -0.424
C -4.8916 20.0267 1.4687  -0.144
C -16.9841 24.2291 -1.4935  -0.802
C -16.0453 22.0193 -4.4796  -0.737
C -7.6946 21.5706 4.6241  0.214
C -21.1679 26.6181 -1.4601  -0.640
C -14.1850 19.6570 5.1197  -0.569
H -16.6466 21.6934 -5.3283  0.305
H -11.2825 19.5338 -4.5330  0.296
H -6.8464 19.0188 -4.6294  0.289
H -8.1511 15.8098 -2.0629  0.318
H -6.2046 27.3103 -4.9836  0.269
H -12.2142 11.0355 -1.6755  0.212
H -18.4649 27.6166 -3.0641  0.387
H -15.0007 13.4174 3.4594  0.460
H -16.2458 12.9725 -4.5999  0.176
H -9.0818 21.1531 6.2482  0.308
H -8.0440 21.3740 -4.8001  0.266
H -9.0478 19.8752 -8.1106  0.260
H -4.1947 11.2769 -0.3877  0.347
H -11.2593 23.3057 1.4384  0.402
H -7.5463 13.3450 6.7498  0.308
H -3.9031 20.9691 4.4439  0.341
H -5.7154 27.2250 -3.2922  0.293
H -7.0971 15.9340 6.5427  0.499
H -11.4786 23.0052 -1.5210  0.313
H -17.2062 15.9473 -2.8604  0.185
H -16.4365 15.2534 -8.1153  0.239
H -12.9180 10.2250 -4.1205  0.263
H -8.6042 13.6290 2.0846  0.212
H -3.4914 15.4936 -4.8837  0.343
H -11.9209 12.6510 2.7772  0.450
H -4.7719 23.7614 -3.8085  0.297
H -5.5705 17.1727 -3.2089  -0.169
H -4.3920 24.3962 -0.5988  0.396
H -4.8407 25.2257 3.9530  0.234
H -17.5046 26.0313 -1.0470  0.321
H -4.1934 20.5968 0.8558  0.300
H -8.0821 19.7543 5.8298  0.422
H -5.7238 22.8165 4.0865  0.217
H -3.2621 12.3608 -1.3000  0.343
H -12.1467 14.3393 2.3149  -0.256
H -10.7300 18.6687 3.8893  -0.360
H -9.8278 20.4294 -6.6230  0.152
H -4.5041 25.2304 -2.7921  0.377
H -8.0819 25.3158 1.2078  -1.090
H -9.3764 28.1227 2.9781  0.327
H -4.7504 15.2576 -6.1078  0.268
H -15.1792 23.4145 -2.4064  0.441
H -22.6315 13.7332 6.2128  0.272
H -5.7106 23.6195 0.3428  -0.249
H -13.3489 14.6701 -4.8858  0.373
H -12.4271 22.5173 -0.2867  0.435
H -13.8442 11.7812 -1.6789  -0.130
H -14.1173 16.7975 2.0482  -0.293
H -10.0684 10.8253 7.2406  0.479
H -16.4265 12.4303 -2.2120  0.274
H -3.6176 22.0057 2.9899  0.309
H -6.1073 26.0629 1.1510  -0.271
H -19.3808 21.2501 1.8411  0.423
H -7.8835 11.1202 10.0776  0.275
H -9.7637 28.6359 1.3500  0.265
H -9.3315 18.5184 -1.2899  0.121
H -21.4747 26.8923 -0.4508  0.243
H -8.1543 16.5226 7.9059  0.397
H -16.2800 22.2044 -1.8260  -0.020
H -18.0673 13.6564 6.3522  0.447
H -7.2710 21.1590 -0.0481  -0.081
H -5.6582 16.0099 0.2552  0.243
H -9.7544 16.3653 -1.7125  0.207
H -8.3969 21.8777 -1.1327  0.411
H -8.5775 11.7259 5.7599  0.459
H -6.1538 21.8050 2.7463  -0.199
H -14.1896 24.3889 0.6801  0.104
H -19.1303 14.2048 3.6130  0.402
H -21.0312 25.5367 -1.4541  0.269
H -4.1542 11.3684 -2.2284  0.283
H -14.5833 10.9914 0.1974  0.297
H -5.5860 21.7017 -4.4967  -0.045
H -8.1559 13.2280 -2.2464  0.348
H -3.7683 17.2113 -3.4096  0.567
H -16.1830 24.4267 -0.7812  0.036
H -9.7501 14.4502 3.2815  0.338
H -15.9308 14.0817 -1.8057  0.206
H -12.7506 12.9909 -5.1023  0.440
H -16.5854 13.1442 4.7845  0.156
H -10.1739 25.0085 -0.1809  0.392
H -4.1444 19.1020 -5.2114  0.291
H -17.7739 15.0764 1.7696  0.362
H -17.4681 20.3017 -0.9323  -0.084
H -22.0406 13.6093 4.6938  0.294
H -18.9111 15.8634 -2.4448  0.295
H -9.2806 25.8217 3.3918  0.479
H -13.7419 8.7170 -3.9645  0.314
H -10.9827 18.9606 5.5530  0.191
H -18.3139 19.2994 3.5571  0.384
H -11.9152 17.2850 2.5132  0.448
H -15.1406 16.9575 -0.7226  0.632
H -7.7627 14.0024 -0.0643  -0.207
H -11.3999 20.1361 0.1040  0.329
H -5.1155 13.2493 0.8041  0.409
H -6.1107 15.4449 -1.2439  0.137
H -8.2610 16.8380 0.3510  0.481
H -12.6233 20.2234 -4.3961  0.268
H -10.2096 18.1062 1.1474  0.065
H -16.4826 21.7488 1.2398  0.368
H -22.2864 12.1185 5.7659  0.320
H -7.7651 22.5677 5.0588  0.258
H -13.2596 16.5905 0.5467  0.460
H -7.1972 26.5199 -3.7771  0.227
H -14.7223 10.2734 -4.0110  0.172
H -10.2017 22.3157 0.3416  -0.449
H -14.8118 12.5679 -6.3717  0.392
H -13.5597 26.0163 0.1164  0.315
H -12.1108 13.2709 -0.1435  0.141
H -21.9493 26.9359 -2.1504  0.279
H -4.1358 14.1835 -0.1414  0.541
H -17.8587 15.2570 4.4987  0.344
H -12.4499 18.9868 2.2109  0.299
H -4.6400 26.3832 0.4412  0.447
H -16.7734 19.0797 5.2589  0.433
H -13.4394 9.5416 0.1516  0.387
H -9.4699 18.1229 5.0488  0.472
H -8.0838 21.5962 3.6062  -0.078
H -17.6123 12.0411 6.1474  0.395
H -17.0866 21.8892 2.8824  0.371
H -18.0033 25.2728 -3.7330  0.267
H -15.7735 21.1323 -3.9074  0.199
H -13.4448 13.5234 -7.1250  0.478
H -4.7433 15.2774 8.3872  0.280
H -10.6099 12.3341 7.9048  0.398
H -5.6700 16.4158 9.3071  0.280
H -4.8508 19.0016 1.1003  0.191
H -12.1152 18.8711 -0.9372  0.413
H -15.1301 14.2869 -8.8046  0.324
H -6.5523 23.1026 -2.2267  -0.182
H -13.1511 19.3262 5.0214  -0.313
H -5.4996 16.5284 7.5446  0.296
H -9.3913 15.4673 0.6810  -0.594
H -6.3878 19.9921 4.0988  0.383
H -19.2573 24.8667 -2.4144  0.146
H -5.1180 14.8374 -4.5041  0.239
H -5.2073 20.7912 -5.9730  0.473
H -7.2388 22.1441 -6.2143  0.541
H -16.3386 13.4256 -7.9861  0.325
H -14.5406 19.3595 6.1062  0.430
H -5.9273 20.3645 1.4305  -0.076
H -9.0687 21.5369 -7.6728  0.319
H -16.0115 19.6163 1.8386  -0.297
H -9.4952 11.7643 10.2918  0.313
H -8.9739 12.9770 -0.5870  0.292
H -14.2519 20.7437 5.0678  0.447
H -18.4788 15.5020 -3.9681  0.289
H -19.2096 20.4571 -1.5282  0.382
H -10.4594 24.7248 2.9144  0.382
H -13.6042 13.2758 0.8710  0.293
H -19.7336 11.3650 5.9510  0.395
H -3.2476 25.1215 3.2689  0.282
H -7.2980 24.9277 -0.6344  0.161
H -9.4798 12.3444 -2.1213  0.282
H -17.2672 18.0728 2.9660  0.013
H -7.4353 24.5122 -2.8220  0.469
H -16.2478 20.5668 4.5828  0.398
H -15.7407 14.6439 -4.1702  0.486
H -16.1704 16.9438 0.7536  -0.026
H -20.0118 12.1502 4.4615  0.489
H -9.5540 12.6998 3.2899  0.247
H -10.1220 20.0683 -1.6886  0.698
H -4.1765 19.5591 -3.4744  0.351
H -18.7675 22.7823 1.7797  0.436
H -14.0369 15.0032 3.1206  -0.409
H -8.4099 27.4207 1.6888  -0.022
H -9.1875 10.0025 9.7096  0.286
H -10.0623 12.6617 5.5263  0.041
H -12.8293 25.2144 1.3927  0.216
H -17.1503 13.4763 2.0031  0.485
H -18.7029 19.7524 0.1013  0.352
H -15.1123 14.9097 4.4405  0.375
H -7.6669 20.3661 -1.5370  0.491
H -8.6078 23.7080 1.9190  -0.044
H -19.8933 26.8365 -3.7614  0.378
H -4.2025 26.6176 2.9114  0.419
H -15.0961 22.4759 -4.7600  0.327
H -17.8279 23.8017 -0.9517  0.671
H -16.1681 18.3159 -0.4596  -0.083
H -9.5055 15.3449 6.2455  0.228
H -11.7095 11.1481 0.5742  0.291
H -13.9974 13.5763 -2.9266  -0.055
H -9.4936 14.5624 7.9273  0.344

Forces on the atoms, in the same order (eV/Å):
-0.674 -0.842 -0.427
-0.712 -1.340 -0.620
-0.551 -1.406 -0.616
-0.707 0.176 -0.745
1.378 1.727 1.225
1.486 -0.791 -0.840
-0.838 -1.227 0.872
-0.005 0.101 0.287
0.144 0.232 0.102
-0.121 1.099 0.701
-1.195 -1.646 -0.642
-1.362 1.019 -0.843
0.855 -0.847 1.120
-0.345 -0.706 -0.323
-0.789 -0.608 0.340
1.132 1.026 0.382
1.703 -1.273 1.645
0.293 1.251 -1.235
1.220 0.658 0.010
1.457 0.427 0.305
-0.023 0.873 0.566
-0.620 -0.422 -0.804
1.198 1.931 0.464
-0.169 1.183 -0.511
0.706 -0.328 0.630
-0.414 -2.973 -0.705
-3.013 -1.433 0.078
1.763 2.878 -0.612
-0.576 2.815 0.611
2.809 0.603 3.049
-0.714 0.208 -0.184
1.616 -0.142 -0.048
-1.572 0.260 -0.536
-1.094 -0.428 -0.678
0.371 0.178 -0.133
0.103 -2.503 -1.049
-0.646 0.105 1.411
-1.471 -1.446 2.486
-1.718 -0.697 -0.556
-0.867 0.266 -0.139
-3.046 -2.139 1.092
1.664 -0.426 -0.703
0.803 0.233 -0.405
1.671 0.295 0.611
-0.204 -1.035 -0.933
-0.546 1.045 -0.897
-0.454 2.041 1.546
-0.349 -0.250 0.775
-0.239 0.619 0.737
-0.150 -0.893 -0.602
0.145 -0.460 0.532
1.133 0.810 -1.299
-0.031 -0.979 -1.058
0.862 -1.077 0.203
-1.075 -0.228 1.228
-1.481 1.500 -0.203
-0.323 -1.944 -1.076
-0.996 0.535 -0.901
-1.924 -0.313 2.383
1.030 -0.329 -0.418
-1.368 -0.072 0.659
-0.779 2.310 -0.498
-0.522 1.175 1.333
-0.534 -1.274 -2.045
0.810 0.191 0.566
-0.483 1.195 0.376
-0.191 -0.297 0.853
0.170 -0.481 0.616
-0.033 0.124 -1.236
1.622 0.864 -1.250
2.198 -0.448 0.847
-0.223 0.436 0.882
2.315 0.986 0.046
-0.020 1.801 -0.781
0.618 -0.067 0.073
-1.784 0.244 -0.072
0.660 1.559 0.520
1.120 0.154 -1.017
-0.993 0.932 -0.437
-0.334 -0.731 -2.365
3.103 -0.697 -2.336
1.511 1.212 -1.521
-1.087 -1.777 -0.165
0.749 -0.225 1.072
0.970 -0.346 -1.061
1.984 -0.643 -1.030
-0.449 -0.371 1.345
-0.833 0.557 0.719
0.306 0.542 -1.133
0.049 1.405 -0.977
1.033 1.425 0.361
-1.634 -0.075 -0.867
-0.588 -1.148 1.112
0.568 0.132 -0.749
-1.701 1.074 -0.696
1.305 0.090 0.606
0.525 0.100 0.414
0.015 -0.708 -1.230
-0.249 -0.236 -2.900
1.153 -1.617 1.305
0.953 0.912 2.023
0.211 1.168 -1.167
-0.950 1.863 0.301
1.187 0.057 0.502
1.887 -0.918 0.817
-0.542 -0.219 1.179
-0.960 -3.558 0.818
1.174 0.368 0.379
-0.411 -0.254 0.373
0.180 0.270 -0.068
0.159 -0.245 -0.057
0.636 -0.304 -0.668
0.197 -0.603 -0.310
0.121 -0.139 -0.092
0.156 -0.377 -0.551
-0.139 0.264 -0.129
0.326 0.046 -0.489
-0.333 0.238 -0.026
-0.203 -0.109 0.264
-0.152 -0.140 -0.022
-0.010 -0.217 0.088
-0.320 -0.615 -0.143
0.744 0.315 0.653
0.202 0.469 0.356
0.541 0.292 -0.006
0.403 0.119 0.205
-0.956 0.499 -0.845
0.326 1.096 -0.468
0.159 -0.196 0.190
-0.155 -0.310 0.080
0.045 0.449 0.289
0.481 0.383 1.008
0.185 -0.173 0.174
0.311 -0.186 0.052
0.087 -0.011 0.263
0.119 0.936 0.981
-0.342 -0.565 -0.804
-0.112 0.647 0.158
-0.089 0.479 0.066
-0.511 0.396 -0.567
0.161 -0.018 -0.097
0.434 -0.077 0.198
0.274 0.803 0.300
-0.305 0.184 0.028
0.167 -0.497 -0.022
-0.330 -0.149 0.108
0.122 -0.754 1.084
0.317 -0.448 0.001
0.236 0.246 0.182
0.300 -0.104 -0.172
0.062 0.271 -0.778
0.478 0.161 0.886
0.025 -0.501 -0.371
0.558 0.292 -0.592
-1.068 0.263 0.383
0.239 0.161 -1.087
0.234 0.223 0.494
-0.702 -0.109 -0.459
-0.840 0.027 0.409
0.138 0.062 -0.212
-0.642 -0.162 -0.085
-0.245 -0.725 -0.315
-0.137 -0.271 0.598
0.070 -0.461 -0.327
-0.237 -0.285 0.150
0.049 0.132 -0.051
0.110 0.694 -0.167
0.033 0.052 0.624
-1.438 0.084 1.182
-0.127 -0.128 0.323
0.454 -0.513 0.734
0.119 0.343 0.388
-0.957 0.125 0.154
-0.064 0.014 -0.316
-0.214 0.493 -0.360
0.004 -0.391 -0.754
-0.047 0.348 0.337
-0.190 -0.099 -0.249
-1.253 -0.293 0.102
-0.166 -0.563 0.054
0.039 -0.062 0.120
0.856 0.597 0.624
0.090 0.157 0.314
0.018 -0.507 0.719
0.391 0.261 0.104
-0.061 0.090 0.595
0.299 0.249 -0.030
0.046 0.934 -0.826
0.475 0.978 0.154
0.084 -0.240 -0.016
0.011 0.175 0.019
0.045 0.404 -0.433
0.339 -0.689 -0.754
0.122 -0.564 0.991
0.719 -0.137 0.010
-0.489 0.032 -0.264
0.198 -0.001 0.599
-0.054 0.284 0.113
0.200 0.308 0.389
-0.412 -0.753 -0.212
0.316 -0.061 0.333
-0.967 0.147 0.689
-0.963 0.097 0.414
-0.092 -0.384 -0.552
0.020 0.025 -0.107
-0.280 0.001 -0.008
-0.259 0.120 0.512
0.310 0.067 0.106
-0.083 -0.259 -0.636
0.960 -0.084 0.041
0.195 -0.388 -0.199
-0.240 -0.429 -0.093
0.182 -0.124 -0.619
-0.321 -0.406 0.692
-0.082 -0.399 -0.700
-0.836 -0.171 0.023
-0.154 0.079 -0.264
0.111 -0.062 -0.270
0.409 0.193 -0.554
-0.683 0.776 -0.340
-0.125 0.099 0.256
1.231 -0.207 0.477
0.116 -0.305 0.618
-0.306 0.101 0.439
0.224 0.104 0.042
-0.352 0.322 -0.100
-0.419 -0.496 -0.071
0.006 -0.056 0.302
-0.889 -0.503 -0.240
0.089 -0.461 0.025
0.001 -0.417 -0.267
-0.306 -0.708 0.152
0.251 0.394 0.753
-0.403 0.131 0.053
-0.036 -0.070 0.282
0.297 0.012 -0.225
0.526 0.308 0.004
0.369 -0.381 -0.327
-0.216 -0.060 -0.419
-0.427 0.243 -0.114
0.032 0.378 0.288
-0.585 -0.212 0.018
0.509 -1.093 -0.038
-0.177 0.250 0.760
-0.162 -0.071 -0.217
-0.575 0.208 -0.119
-0.537 0.075 0.368
0.123 0.032 0.388
0.118 0.171 -0.047
1.008 0.505 0.219
0.275 0.523 -0.491
-0.488 -0.368 -0.050
0.576 -0.625 -0.072
0.202 0.227 -0.088
0.507 -1.185 -0.589
0.357 -0.395 -0.038
-1.384 0.802 -0.414
-0.230 -0.012 -0.379
-0.493 -0.220 0.297
0.214 0.445 0.062
-0.626 -0.321 -0.742
-1.500 0.382 -0.047
0.444 -0.158 0.319
0.063 -0.482 -0.977
-0.749 0.526 -0.464
-0.981 0.218 -0.179
0.027 0.131 0.174
0.321 0.539 -0.355
-0.228 -0.270 -0.187
-0.057 -0.359 -0.726
0.213 0.582 -0.192
0.171 0.564 -0.860
0.308 -0.854 -0.129
0.079 0.404 -0.413
-0.601 0.137 0.067
-0.194 -0.064 0.115
0.375 -0.392 0.288
0.345 -0.225 0.482
-0.482 -0.305 -0.319
0.140 -0.460 0.549
0.081 -0.292 -0.177
0.425 0.246 0.263
-0.220 -0.121 0.023
-0.169 -0.135 0.107
-0.136 0.463 -0.252
-0.085 -0.339 -0.269
-0.252 0.013 0.457
-0.624 0.336 0.525
0.205 -0.679 0.138
1.033 0.372 -0.502
-0.434 -0.020 0.002

Computed properties:
**2S+1**: 1
**HOMO**: -0.3072 hartree
**Maximum force**: 4.19 eV/A
**Lowest unoccupied orbital energy**: 0.097 eV
**Total energy**: -146656.3711 eV
**Energy relative to the best compared isomer or geometry (same formula, charge and spin)**: 6.724 eV
**Frontier orbital gap**: 8.456 eV